[1]
ORCA calculation (wB97M-V/def2-TZVPD) on C4H10N2O2 in the gas phase at a distorted geometry.

ORCA input file:
```
! RIJCOSX wB97M-V def2-TZVPD def2/J DEFGRID3
* xyz 0 1
O 1.40877 -1.11634 1.80974
C 1.22454 -1.06368 0.61805
N 2.00972 -1.79056 -0.24349
C 0.12689 -0.25954 -0.04767
C -1.16950 -1.10584 -0.03951
N 0.02686 1.03349 0.61016
C -0.19106 2.17719 -0.21576
O -1.50548 2.28275 -0.81216
H 1.86798 -1.86893 -1.23325
H 2.62922 -2.43591 0.22074
H 0.38226 -0.04490 -1.08489
H -2.02514 -0.49251 0.21586
H -1.37649 -1.52480 -1.02527
H -1.12580 -1.90973 0.67344
H -0.56773 1.03499 1.42884
H -0.03515 3.05794 0.40755
H 0.47147 2.14675 -1.06790
H -2.15136 1.87963 -0.21448
*
```

## Properties
molecular weight = 118.1 g/mol
Kohn-Sham gap = 0.3704 Ha
energy above the lowest of the compared OMol25 structures with the same formula, charge and spin = 33.7 kcal/mol
SMILES string = C[C@@H](NCO)C(N)=O
electronic energy = -418.40720 Eh


[2]
ORCA calculation (wB97M-V/def2-TZVPD) on C4H9NO2 in the gas phase.

ORCA input file:
```
! RIJCOSX wB97M-V def2-TZVPD def2/J DEFGRID3
* xyz 0 1
C 1.94565 -0.74035 -0.39545
C 0.48551 -0.53088 -0.00894
O 0.20053 -1.01251 1.29983
C 0.09685 0.93076 -0.01697
C -1.39854 1.23528 -0.06667
O -1.73969 2.33515 -0.46329
N -2.33641 0.23194 0.09946
H 2.61456 -0.22774 0.30427
H 2.13637 -0.35743 -1.40496
H 2.19674 -1.80802 -0.39798
H -0.15377 -1.04298 -0.74458
H 0.47602 -1.93627 1.34121
H 0.58969 1.46834 0.80332
H 0.46364 1.39042 -0.94243
H -3.23909 0.50709 -0.26055
H -2.33807 -0.44279 0.85372
*
```

## Properties
molecular weight = 103.1 g/mol
Kohn-Sham gap = 0.3804 Ha
energy above the lowest of the compared OMol25 structures with the same formula, charge and spin = 14.6 kcal/mol
SMILES string = C[C@@H](O)CC(N)=O
electronic energy = -363.06220 Eh


[3]
ORCA calculation (wB97M-V/def2-TZVPD) on CH2HgNaO2 as an isolated structure at a distorted geometry.

ORCA input file:
```
! RIJCOSX wB97M-V def2-TZVPD def2/J DEFGRID3
* xyz 0 2
O 0.84270 -1.27779 -0.33523
C -0.16220 -1.71523 0.18424
O -0.16209 2.57971 -0.81543
Na -0.34174 3.25624 1.16749
Hg 1.09171 0.99244 -1.08869
H -0.16414 -2.70339 0.68170
H -1.10424 -1.13199 0.20591
*
```

## Properties
⟨S²⟩ = 0.77
molecular weight = 269.6 g/mol
Kohn-Sham gap (alpha / beta) = 0.1830 / 0.2366 Ha
electronic energy = -505.37440 Eh


[4]
ORCA calculation (wB97M-V/def2-TZVPD) on an isolated ion of composition C6H13N4 and charge +1.

ORCA input file:
```
! RIJCOSX wB97M-V def2-TZVPD def2/J DEFGRID3
* xyz 1 1
C 1.92847 -0.61403 1.20468
C 2.38032 0.18152 -0.02255
C 1.28455 0.93997 -0.81720
C -0.05240 1.15939 -0.12114
N -0.96917 0.02162 -0.26957
N -0.64352 -1.20646 -0.75938
C -1.75855 -1.93158 -0.75204
N -2.77154 -1.25986 -0.25935
C -2.26718 -0.05497 0.05018
N -2.96100 0.95640 0.58275
H 1.31986 -0.03910 1.89976
H 2.80982 -0.92944 1.76143
H 1.40660 -1.53008 0.92563
H 3.16148 0.88172 0.26224
H 2.85351 -0.52602 -0.70592
H 1.09932 0.46339 -1.78215
H 1.65703 1.93088 -1.07157
H -0.56046 2.00905 -0.58007
H 0.06098 1.37134 0.94031
H 0.28416 -1.46420 -1.05411
H -1.79428 -2.95152 -1.09891
H -3.96461 0.92929 0.53693
H -2.50341 1.66269 1.13006
*
```

## Properties
molecular weight = 141.2 g/mol
Kohn-Sham gap = 0.4079 Ha
energy above the lowest of the compared OMol25 structures with the same formula, charge and spin = 1.4 kcal/mol
SMILES string = CCCCn1[nH]cnc1=[NH2+]
electronic energy = -455.20833 Eh


[5]
ORCA calculation (wB97M-V/def2-TZVPD) on C27H31AgAsN3OS5 as an isolated structure.

ORCA input file:
```
! RIJCOSX wB97M-V def2-TZVPD def2/J DEFGRID3
* xyz 0 1
Ag 0.37196 -0.48120 1.09981
O -0.57813 -0.87812 -0.99259
As 0.49606 -0.84701 -2.23918
C 1.36778 0.87116 -2.29851
C 2.74822 1.01153 -2.24968
C 3.30567 2.28131 -2.20465
C 2.48800 3.40128 -2.21385
C 1.10722 3.26117 -2.27431
C 0.54644 1.99551 -2.31053
C 1.81901 -2.24034 -2.06508
C 2.56792 -2.27188 -0.89221
C 3.45958 -3.30664 -0.66211
C 3.60880 -4.30777 -1.61204
C 2.87804 -4.26749 -2.79121
C 1.97961 -3.23614 -3.02125
C -0.48422 -1.11962 -3.87766
C -1.29485 -2.24708 -3.96744
C -2.05241 -2.46326 -5.10697
C -2.00973 -1.54701 -6.15000
C -1.22081 -0.41109 -6.04998
C -0.45268 -0.19638 -4.91471
H 3.38456 0.13454 -2.24856
H 4.38078 2.39273 -2.15740
H 2.92814 4.38901 -2.17264
H 0.46940 4.13503 -2.28841
H -0.53020 1.86554 -2.33956
H 2.45026 -1.48920 -0.15082
H 4.02488 -3.32285 0.26016
H 4.29818 -5.12267 -1.43392
H 3.00063 -5.04633 -3.53242
H 1.40701 -3.20737 -3.94089
H -1.33744 -2.94115 -3.13562
H -2.68023 -3.34109 -5.18238
H -2.59380 -1.71858 -7.04459
H -1.20456 0.31256 -6.85423
H 0.16882 0.68753 -4.83499
C -2.60700 2.23958 3.58280
N -2.54356 1.74565 2.20903
C -1.36281 2.20876 1.50285
C -2.85490 0.39903 2.04343
N -1.96591 -0.45014 1.66742
N -4.16695 0.08190 2.29626
C -5.24270 1.05203 2.21135
C -4.59023 -1.29917 2.31278
H -1.67877 2.01769 4.12312
H -3.43647 1.78025 4.11552
H -2.75073 3.32101 3.57121
H -1.34298 3.29895 1.53861
H -1.41140 1.88781 0.46191
H -0.43470 1.84098 1.94567
H -2.36354 -1.34334 1.40918
H -4.83620 2.03408 1.99796
H -5.80716 1.09133 3.14715
H -5.93339 0.77783 1.40725
H -4.81585 -1.67406 1.30710
H -5.48946 -1.38576 2.92222
H -3.81939 -1.92490 2.76130
C 3.44854 2.84762 3.49432
S 1.73110 2.60141 4.03679
C 1.84803 0.99953 4.74673
C 2.12389 -0.14885 4.08623
S 2.45912 -0.39570 2.40971
S 2.30728 -1.55473 5.13759
C 1.92617 -0.79860 6.65325
S 1.88498 -1.59045 8.08485
S 1.60620 0.89635 6.48271
H 3.53525 3.89423 3.20853
H 3.65265 2.19487 2.65010
H 4.11300 2.62617 4.32556
*
```

## Properties
molecular weight = 756.7 g/mol
Kohn-Sham gap = 0.2641 Ha
energy above the lowest of the compared OMol25 structures with the same formula, charge and spin = 20.9 kcal/mol
electronic energy = -5660.62320 Eh


[6]
ORCA calculation (wB97M-V/def2-TZVPD) on C18H45F3O6SSi2 as an isolated structure at a distorted geometry.

ORCA input file:
```
! RIJCOSX wB97M-V def2-TZVPD def2/J DEFGRID3
* xyz 0 1
C -1.83996 0.21199 -0.60565
C -2.19644 -1.23973 -0.24910
C -2.05988 -1.59165 1.23493
C -0.72288 -1.04828 1.77386
Si -0.23317 -1.83591 3.40897
O 1.40029 -2.32021 3.31109
Si 2.56398 -1.19272 3.53097
C 2.46522 -0.23641 5.20060
F 1.70141 0.81981 5.16804
F 2.11732 -0.99076 6.21155
F 3.69765 0.20536 5.45937
S 2.66311 0.34040 1.95381
C 2.54679 -0.33675 0.30522
O 1.67155 1.34744 2.14297
O 3.98636 0.88036 2.07661
H -1.83364 0.87921 0.23852
H -0.89656 0.24220 -1.12910
H -2.57825 0.58162 -1.30015
H -3.20414 -1.45309 -0.58300
H -1.53534 -1.90920 -0.78392
H -2.89214 -1.21416 1.81258
H -2.00543 -2.66706 1.31304
H -0.76140 0.01971 1.91597
H 0.02765 -1.33683 1.04899
H -0.50003 -0.99676 4.59151
H -1.01361 -3.08201 3.55977
H 3.84822 -1.89989 3.51228
H 3.35658 0.07082 -0.26740
H 1.63168 0.04556 -0.11915
H 2.49330 -1.41617 0.27026
C 4.73846 -3.39904 -3.59401
C 3.58502 -4.38476 -3.67907
O 2.47801 -4.04256 -2.86478
C 1.85160 -2.80883 -3.15658
C 1.26599 -2.72950 -4.55613
H 5.02865 -3.23818 -2.55468
H 5.59949 -3.77769 -4.14492
H 4.47490 -2.42849 -4.01778
H 3.91931 -5.35957 -3.32372
H 3.26795 -4.52246 -4.71876
H 2.54395 -1.97739 -2.97554
H 1.04399 -2.70742 -2.42921
H 2.04322 -2.73908 -5.32175
H 0.69631 -1.80739 -4.67527
H 0.60700 -3.57810 -4.74321
C -7.79012 -2.00029 0.50928
C -7.04908 -0.78150 1.03310
O -5.95866 -0.38362 0.22321
C -6.27170 -0.00429 -1.10385
C -7.20546 1.19054 -1.19696
H -7.09506 -2.82054 0.32482
H -8.53689 -2.32746 1.23311
H -8.30740 -1.78828 -0.42789
H -6.62015 -1.01530 2.00793
H -7.73853 0.05620 1.18684
H -6.67497 -0.85717 -1.66171
H -5.31799 0.25027 -1.56839
H -8.20282 0.95610 -0.82135
H -7.30948 1.50759 -2.23494
H -6.81875 2.02509 -0.61083
C 3.61288 6.67607 -0.68648
C 2.61183 5.53869 -0.56597
O 3.20280 4.25526 -0.55407
C 4.09971 3.99500 0.51659
C 3.46116 4.08106 1.89005
H 4.26881 6.51932 -1.54405
H 3.09184 7.62623 -0.81034
H 4.24233 6.75589 0.20103
H 1.95101 5.55035 -1.43409
H 1.97447 5.67556 0.31505
H 4.97429 4.65298 0.44962
H 4.46057 2.97905 0.35714
H 3.16176 5.10399 2.13484
H 4.16560 3.75016 2.65265
H 2.57594 3.45663 1.93765
*
```

## Properties
molecular weight = 502.8 g/mol
Kohn-Sham gap = 0.3567 Ha
electronic energy = -2441.02647 Eh


Q: Among the records above, which one has the lowest molecular weight?
A: C4H9NO2


Q: Among the records above, which one has the lowest electronic energy?
A: C27H31AgAsN3OS5


Q: Among the records above, which one has the lowest electronic energy?
A: C27H31AgAsN3OS5